Record 1
{
  "formula": "C9H9CdNO4",
  "method": "ωB97M-V/def2-TZVPD",
  "max_force_ev_per_a": 6.7,
  "charge": 2,
  "relative_energy_kcal_mol": 0.00,
  "energy_ha": -871.0800,
  "orbital_gap_ev": 9.53,
  "symbols": ["Cd", "C", "O", "C", "O", "C", "O", "C", "O", "C", "H", "H", "C", "H", "H", "C", "C", "C", "N", "H", "H", "H", "H", "H"],
  "xyz": [[-0.08666, 0.58308, -1.49607], [-0.07836, 1.85593, 1.24499], [-0.08920, 1.87716, 2.38881], [-0.08267, 3.76070, -1.02952], [-0.08245, 4.73705, -0.42475], [-2.06022, 1.05741, -0.69870], [-2.99907, 1.17276, -0.02790], [1.89870, 1.04234, -0.71625], [2.87434, 1.20451, -0.11872], [-0.07972, -0.36375, -4.26433], [0.86505, -0.93890, -4.16716], [-1.02188, -0.93895, -4.14419], [-0.08320, 0.94007, -4.59199], [-1.02749, 1.50170, -4.75118], [0.85775, 1.50033, -4.77400], [0.37194, -1.90364, 4.05141], [-0.04307, -2.65627, 2.74305], [-0.07973, -1.73332, 1.61598], [-0.10053, -1.03371, 0.68275], [1.40519, -1.56924, 3.96525], [0.27967, -2.48384, 4.98169], [-0.25492, -1.01038, 4.15070], [0.66907, -3.48390, 2.50986], [-1.05256, -3.11715, 2.87024]]
}

Record 2
{
  "formula": "C24H29N3O5S",
  "method": "ωB97M-V/def2-TZVPD",
  "max_force_ev_per_a": 1.0,
  "smiles": "COc1ccccc1CNC(=O)[C@H]1Cc2cc(S(=O)(=O)N3CCCCC3)ccc2N1C(C)=O",
  "relative_energy_kcal_mol": 19.22,
  "energy_ha": -1870.6483,
  "orbital_gap_ev": 9.01,
  "symbols": ["C", "O", "C", "C", "C", "C", "C", "C", "C", "N", "C", "O", "C", "C", "C", "C", "C", "S", "O", "O", "N", "C", "C", "C", "C", "C", "C", "C", "C", "N", "C", "C", "O", "H", "H", "H", "H", "H", "H", "H", "H", "H", "H", "H", "H", "H", "H", "H", "H", "H", "H", "H", "H", "H", "H", "H", "H", "H", "H", "H", "H", "H"],
  "xyz": [[0.04272, 2.17608, -2.56490], [-1.07034, 1.95844, -1.72203], [-0.99877, 2.39794, -0.43464], [0.18347, 2.76404, 0.19910], [0.17100, 3.15778, 1.52535], [-1.01729, 3.21392, 2.22969], [-2.19852, 2.86449, 1.59803], [-2.20997, 2.46179, 0.27250], [-3.48773, 1.99096, -0.36905], [-3.51989, 0.54089, -0.27002], [-3.67857, -0.27545, -1.32330], [-4.15446, 0.05509, -2.38670], [-3.13246, -1.71166, -1.11777], [-1.79094, -1.74921, -1.87587], [-0.83314, -1.36872, -0.78964], [0.43832, -0.85547, -0.86858], [1.08138, -0.51763, 0.31415], [2.68320, 0.26505, 0.23572], [2.82269, 1.18493, 1.32554], [2.84306, 0.78764, -1.10029], [3.68663, -1.03702, 0.54973], [4.90847, -0.73362, 1.26780], [5.98728, -0.17952, 0.33880], [6.24414, -1.16526, -0.79908], [4.93962, -1.43490, -1.54567], [3.87744, -1.93789, -0.56734], [0.49517, -0.72948, 1.54554], [-0.78115, -1.26783, 1.63690], [-1.44420, -1.56062, 0.45593], [-2.76996, -1.97714, 0.26859], [-3.63123, -2.36661, 1.26052], [-5.04418, -2.64193, 0.80704], [-3.27203, -2.48334, 2.41171], [-0.25641, 1.79527, -3.54042], [0.93707, 1.65020, -2.22096], [0.26555, 3.24434, -2.64537], [1.12602, 2.71722, -0.32028], [1.10627, 3.40575, 2.00134], [-1.02768, 3.52455, 3.26295], [-3.13317, 2.90751, 2.13921], [-4.35593, 2.41734, 0.14375], [-3.52765, 2.24501, -1.43012], [-3.10813, 0.18134, 0.57802], [-3.84751, -2.43593, -1.50749], [-1.78704, -1.05409, -2.71384], [-1.57141, -2.75146, -2.25348], [0.92294, -0.67680, -1.81482], [5.25028, -1.65744, 1.74662], [4.64469, -0.00691, 2.03605], [6.90200, 0.00290, 0.90487], [5.63598, 0.76959, -0.07136], [6.63179, -2.10171, -0.38827], [6.99119, -0.76255, -1.48521], [5.09170, -2.17617, -2.33208], [4.58061, -0.51025, -1.99940], [4.16965, -2.91148, -0.15782], [2.91169, -2.04683, -1.06370], [1.03762, -0.43749, 2.42951], [-1.25446, -1.43158, 2.59049], [-5.64906, -2.85582, 1.68393], [-5.45621, -1.78392, 0.28041], [-5.06867, -3.50575, 0.14565]]
}

Record 3
{
  "formula": "C5H7NO",
  "method": "ωB97M-V/def2-TZVPD",
  "max_force_ev_per_a": 0.3,
  "smiles": "C=CCOC1=CN1",
  "relative_energy_kcal_mol": 112.21,
  "energy_ha": -324.5456,
  "orbital_gap_ev": 9.11,
  "symbols": ["C", "C", "C", "O", "C", "C", "N", "H", "H", "H", "H", "H", "H", "H"],
  "xyz": [[-1.76903, -0.05854, -0.86275], [-1.21497, 1.01810, -0.31839], [0.25097, 1.34084, -0.33639], [1.07363, 0.22432, -0.69370], [1.10408, -0.69276, 0.24310], [0.77968, -1.15626, 1.40956], [1.80830, -1.87979, 0.38768], [-1.18342, -0.82067, -1.37123], [-2.84138, -0.21650, -0.80934], [-1.83146, 1.75108, 0.19931], [0.48404, 2.10089, -1.08623], [0.58180, 1.70721, 0.64391], [-0.01625, -1.65067, 1.93935], [2.77400, -1.66724, 0.65512]]
}